Record 1
DFT (the ωB97M-V functional and the def2-TZVPD basis) results for a structure of composition C3H4INO2 in a non-equilibrium geometry.

As for the HOMO energy: -9.8 eV. The frontier orbital gap is 0.3779 Ha. Its molar mass is 213.0 g/mol.

Geometry as ORCA input:
```
! RIJCOSX wB97M-V def2-TZVPD def2/J DEFGRID3
* xyz 0 1
C 0.24 -1.08 -0.38
C -0.03 0.42 -0.35
C -2.10 -0.25 0.36
N -0.59 -2.00 -0.15
O -1.45 0.59 -0.54
O -1.85 -1.59 0.05
I -4.10 0.09 -0.01
H 1.22 -1.37 -0.70
H 0.21 0.97 0.52
H 0.60 0.76 -1.13
H -1.84 0.03 1.37
*
```

=====

Record 2
DFT (the ωB97M-V functional and the def2-TZVPD basis) results for a cluster of 2 separate species, C3H7NO4 in total in a non-equilibrium geometry.

As for the HOMO energy: -10.5 eV. As for the SMILES: CC(=O)NC(=O)O.O. The frontier orbital gap is 0.3895 Ha. Its molar mass is 121.1 g/mol.

Geometry as ORCA input:
```
! RIJCOSX wB97M-V def2-TZVPD def2/J DEFGRID3
* xyz 0 1
O -0.26 -2.50 -1.07
C -0.49 -1.38 -0.61
N 0.15 -0.27 -1.22
C -0.15 1.12 -1.01
O 1.03 1.75 -1.46
O -1.14 1.62 -0.74
C -1.33 -1.08 0.59
H 0.74 -0.32 -2.07
H 1.20 2.39 -0.93
H -2.38 -0.86 0.28
H -1.42 -1.97 1.26
H -1.02 -0.12 1.06
H 1.72 -0.22 1.80
H 1.86 1.27 1.72
O 1.51 0.58 2.41
*
```

=====

Record 3
DFT (the ωB97M-V functional and the def2-TZVPD basis) results for a cluster of 5 separate species, C23H61BO16P4 in total in a non-equilibrium geometry.

As for the HOMO energy: -10.4 eV. As for the SMILES: COP(=O)(OC)OC.COP(=O)(OC)OC.COP(=O)(OC)OC.COP(=O)(OC)OC.BCCCCCCCCCCC. The frontier orbital gap is 0.3945 Ha. Its molar mass is 728.4 g/mol.

Geometry as ORCA input:
```
! RIJCOSX wB97M-V def2-TZVPD def2/J DEFGRID3
* xyz 0 1
B -1.32 4.73 -0.20
C -2.32 4.21 -1.35
C -2.81 2.74 -1.06
C -2.20 1.68 -2.01
C -0.64 1.74 -2.11
C 0.12 0.67 -1.27
C -0.46 0.40 0.16
C 0.10 1.35 1.26
C 1.64 1.40 1.35
C 2.04 2.24 2.62
C 2.42 3.68 2.11
C 2.72 4.65 3.30
H -1.35 4.15 0.85
H -0.58 5.62 -0.45
H -3.17 4.93 -1.41
H -1.79 4.22 -2.32
H -2.61 2.53 0.01
H -3.91 2.73 -1.18
H -2.46 0.66 -1.67
H -2.61 1.77 -3.03
H -0.39 1.53 -3.17
H -0.22 2.74 -1.92
H 0.11 -0.28 -1.84
H 1.18 0.98 -1.24
H -0.12 -0.62 0.45
H -1.56 0.37 0.21
H -0.28 0.94 2.22
H -0.31 2.38 1.20
H 2.03 1.93 0.46
H 2.11 0.40 1.43
H 1.13 2.37 3.23
H 2.87 1.81 3.19
H 3.35 3.54 1.52
H 1.67 4.06 1.40
H 1.96 5.45 3.31
H 3.74 5.06 3.22
H 2.72 4.08 4.25
C -0.95 -7.02 -3.14
O -0.85 -6.38 -1.86
P -0.12 -4.97 -1.76
O 0.58 -4.53 -2.98
O 0.79 -5.12 -0.46
C 1.86 -6.07 -0.51
O -1.25 -3.99 -1.21
C -1.80 -3.04 -2.12
H -0.04 -7.60 -3.33
H -1.80 -7.69 -3.12
H -1.09 -6.29 -3.94
H 2.38 -6.02 -1.47
H 1.46 -7.07 -0.36
H 2.56 -5.83 0.28
H -2.47 -3.53 -2.83
H -1.02 -2.50 -2.65
H -2.38 -2.31 -1.54
C 0.02 -1.80 -9.37
O -0.60 -1.63 -8.09
P -0.10 -2.54 -6.87
O 0.82 -3.63 -7.23
O -1.46 -2.99 -6.18
C -2.33 -3.84 -6.93
O 0.44 -1.49 -5.80
C 1.85 -1.40 -5.60
H -0.48 -2.60 -9.91
H -0.09 -0.87 -9.92
H 1.08 -2.03 -9.27
H -1.76 -4.62 -7.45
H -2.89 -3.24 -7.66
H -3.03 -4.30 -6.24
H 2.33 -0.89 -6.44
H 2.29 -2.38 -5.45
H 2.02 -0.81 -4.70
C -1.54 6.51 4.76
O -2.56 7.37 4.23
P -4.03 6.78 4.02
O -4.16 5.33 4.22
O -4.44 7.32 2.58
C -3.69 6.82 1.48
O -4.94 7.70 4.95
C -5.46 7.14 6.16
H -1.08 5.94 3.95
H -0.79 7.14 5.23
H -1.95 5.83 5.51
H -3.52 5.75 1.57
H -2.74 7.35 1.41
H -4.27 7.01 0.57
H -4.68 7.04 6.90
H -5.93 6.17 5.97
H -6.23 7.82 6.53
C 2.35 -3.53 3.22
O 2.84 -3.96 4.49
P 4.26 -4.69 4.56
O 4.85 -5.04 3.26
O 3.99 -5.91 5.55
C 3.09 -6.92 5.10
O 5.13 -3.74 5.50
C 6.16 -2.96 4.90
H 1.82 -4.35 2.73
H 1.65 -2.71 3.38
H 3.16 -3.18 2.58
H 3.27 -7.17 4.05
H 2.06 -6.59 5.23
H 3.25 -7.81 5.71
H 5.74 -2.13 4.33
H 6.79 -3.57 4.24
H 6.79 -2.56 5.69
*
```

=====

Record 4
DFT (the ωB97M-V functional and the def2-TZVPD basis) results for an isolated molecule of C3HClO in a non-equilibrium geometry.

As for the HOMO energy: -8.9 eV. The frontier orbital gap is 0.2919 Ha. Its molar mass is 88.5 g/mol.

Geometry as ORCA input:
```
! RIJCOSX wB97M-V def2-TZVPD def2/J DEFGRID3
* xyz 0 1
C 0.20 0.27 0.02
C 0.17 -0.72 1.39
C 0.74 0.39 -1.15
O 0.99 0.62 -2.26
Cl -1.23 -0.65 2.23
H -0.86 0.09 -0.22
*
```

=====

Record 5
DFT (the ωB97M-V functional and the def2-TZVPD basis) results for a cluster of 2 separate species, C5H6N in total in a non-equilibrium geometry.

As for the HOMO energy (spin up / spin down): -16.3 / -16.3 eV. The frontier orbital gap (spin up / spin down) is 0.2891 / 0.2889 Ha. Its molar mass is 80.1 g/mol.

Geometry as ORCA input:
```
! RIJCOSX wB97M-V def2-TZVPD def2/J DEFGRID3
* xyz 1 1
C 3.51 -0.52 0.14
C 2.44 0.05 -0.15
C -1.27 0.72 0.06
C -1.09 -0.79 0.13
C 0.07 0.06 0.46
N 1.16 0.07 -0.33
H -1.46 1.08 -0.98
H -1.76 1.28 0.78
H -1.58 -1.37 0.82
H -0.86 -1.33 -0.84
H 0.23 0.38 1.52
H 0.61 0.37 -1.61
*
```

=====

What did the fifth record say?
DFT (the ωB97M-V functional and the def2-TZVPD basis) results for a cluster of 2 separate species, C5H6N in total in a non-equilibrium geometry.

As for the HOMO energy (spin up / spin down): -16.3 / -16.3 eV. The frontier orbital gap (spin up / spin down) is 0.2891 / 0.2889 Ha. Its molar mass is 80.1 g/mol.

Geometry as ORCA input:
```
! RIJCOSX wB97M-V def2-TZVPD def2/J DEFGRID3
* xyz 1 1
C 3.51 -0.52 0.14
C 2.44 0.05 -0.15
C -1.27 0.72 0.06
C -1.09 -0.79 0.13
C 0.07 0.06 0.46
N 1.16 0.07 -0.33
H -1.46 1.08 -0.98
H -1.76 1.28 0.78
H -1.58 -1.37 0.82
H -0.86 -1.33 -0.84
H 0.23 0.38 1.52
H 0.61 0.37 -1.61
*
```

=====

- What is the formula in the second record?
  C3H7NO4

=====

- molar mass of number 3 (C23H61BO16P4)?
  728.4 g/mol